Entry 1:
{
  "formula": "C6H4O",
  "method": "ωB97M-V/def2-TZVPD",
  "elements": ["O", "C", "C", "C", "C", "C", "C", "H", "H", "H", "H"],
  "positions_angstrom": [[-2.29282, 0.16504, 0.88609], [-2.38707, -0.45163, -0.38450], [2.64371, -0.09867, 0.33741], [0.06946, 0.07392, 0.16078], [1.26468, -0.06514, 0.27193], [3.84802, -0.04150, 0.35627], [-1.29882, 0.48317, -0.07558], [-2.19258, -1.52205, -0.39708], [-1.36797, 1.49555, -0.47308], [-3.19630, -0.10368, -1.02640], [4.90969, 0.06500, 0.34416]],
  "forces_ev_per_angstrom": [[-0.0726, 0.0189, 0.1947], [-0.0828, -0.1808, -0.2404], [0.4119, 0.0107, 0.0292], [0.4943, 0.0597, 0.0458], [-0.4418, 0.1054, -0.1118], [-0.4329, 0.0436, -0.0519], [0.1774, 0.0917, -0.1185], [0.0404, 0.1552, -0.0035], [-0.0387, -0.1230, 0.0435], [0.0930, -0.0587, 0.1556], [-0.1481, -0.1227, 0.0574]],
  "mulliken_charge": [-0.396, -0.375, -0.155, -0.222, -0.010, -0.259, 0.185, 0.263, 0.291, 0.241, 0.438],
  "lumo_energy_ev": 0.85,
  "homo_lumo_gap_ev": 10.326,
  "smiles": "C#CC#C[C@H]1CO1",
  "total_charge": 0,
  "e_tot_ha": -306.0915,
  "de_lowest_kcal_mol": 75.3
}

Entry 2:
{
  "formula": "C6H4O",
  "method": "ωB97M-V/def2-TZVPD",
  "elements": ["O", "C", "C", "C", "C", "C", "C", "H", "H", "H", "H"],
  "positions_angstrom": [[-0.90559, -1.71121, -1.06815], [1.28010, 0.20677, -1.04455], [-1.24128, -1.07566, -0.10199], [0.27197, 1.04773, -0.48225], [1.01856, 0.14346, 0.50085], [1.70104, -0.92619, -0.53658], [-0.68545, 0.25788, 0.28324], [-1.96723, -1.47797, 0.63589], [1.60335, 0.56027, 1.31915], [-1.39268, 0.85148, 0.88959], [0.31722, 2.12344, -0.39521]],
  "forces_ev_per_angstrom": [[-0.4753, 0.2766, 0.2384], [0.4269, -0.4287, 0.0473], [0.2535, -0.3352, -0.3723], [0.1640, 0.2735, -0.4134], [-1.1203, 0.2481, 0.9608], [-0.3914, 0.4587, -0.3131], [0.6028, -0.2418, 0.1707], [0.1254, 0.0234, -0.0782], [-0.4645, 0.0977, -0.1995], [0.8320, -0.3728, 0.2216], [0.0470, 0.0005, -0.2624]],
  "mulliken_charge": [-0.424, 0.176, 0.024, -0.188, -0.062, -0.739, -0.157, 0.344, 0.330, 0.357, 0.340],
  "lumo_energy_ev": -0.03,
  "homo_lumo_gap_ev": 9.072,
  "total_charge": 0,
  "e_tot_ha": -306.0063,
  "de_lowest_kcal_mol": 128.8
}

Entry 3:
{
  "formula": "C6H4O",
  "method": "ωB97M-V/def2-TZVPD",
  "elements": ["O", "C", "C", "C", "C", "C", "C", "H", "H", "H", "H"],
  "positions_angstrom": [[1.70494, -0.83685, -1.20312], [-0.89995, 1.93185, 1.16798], [-1.56298, 2.50916, 2.01566], [-0.02296, 1.29997, 0.29618], [0.86261, -2.04522, -1.35858], [0.47714, -0.81030, -0.73974], [-0.38761, -0.02457, -0.05695], [1.14859, -2.89719, -0.74767], [-1.31882, -0.52123, 0.21997], [0.58509, -2.24812, -2.38910], [-2.11452, 3.02712, 2.76967]],
  "forces_ev_per_angstrom": [[-0.0952, 0.2141, 0.0712], [-0.1337, 0.1715, 0.2914], [0.2442, -0.2025, -0.3051], [-0.1708, -0.2887, 0.1557], [-0.1139, -0.2481, -0.0702], [0.0306, -0.0220, -0.0129], [0.0911, 0.1129, 0.0245], [0.0818, 0.1718, -0.0598], [-0.0081, 0.1127, -0.0523], [-0.0130, 0.0438, 0.1440], [0.0870, -0.0655, -0.1866]],
  "mulliken_charge": [-0.363, 0.056, 0.185, -1.229, -0.145, 0.654, -0.264, 0.223, 0.275, 0.217, 0.392],
  "lumo_energy_ev": -0.93,
  "homo_lumo_gap_ev": 7.008,
  "total_charge": 0,
  "e_tot_ha": -306.0249,
  "de_lowest_kcal_mol": 117.1
}

Entry 4:
{
  "formula": "C6H4O2",
  "method": "ωB97M-V/def2-TZVPD",
  "elements": ["O", "O", "C", "C", "C", "C", "C", "C", "H", "H", "H", "H"],
  "positions_angstrom": [[2.55996, -1.02139, 0.01580], [-2.07858, -0.66145, 0.02736], [1.18506, 1.09909, 0.03036], [-0.25999, 0.62982, -0.11700], [-1.60671, 0.67963, 0.00555], [-1.01017, -1.49398, 0.00774], [1.50821, -0.46564, -0.00626], [0.07136, -0.73020, -0.09518], [1.58042, 1.53075, -0.92612], [1.54110, 1.55128, 0.99322], [-2.33185, 1.41277, 0.07681], [-1.15881, -2.53070, -0.01227]],
  "forces_ev_per_angstrom": [[-0.0678, -0.6146, 0.0541], [0.0567, 0.9019, 0.1164], [0.7998, -0.3420, -0.7575], [-0.9906, 0.6309, 1.1617], [1.4324, -2.1599, -0.4000], [-0.8551, 0.9307, -0.3941], [0.8256, 1.4635, 0.0353], [1.2357, -1.0261, -0.1342], [-0.1140, 0.1909, 1.1936], [-0.5381, -0.0028, -1.1388], [-1.2990, 1.0876, 0.0945], [-0.4855, -1.0601, 0.1691]],
  "mulliken_charge": [-0.564, -0.287, -0.240, 0.333, -0.720, -0.523, 0.222, 0.415, 0.213, 0.244, 0.449, 0.458],
  "lumo_energy_ev": 0.40,
  "homo_lumo_gap_ev": 9.877,
  "smiles": "O=C1Cc2cocc21",
  "total_charge": 0,
  "e_tot_ha": -381.4160,
  "de_lowest_kcal_mol": 39.5
}

Entry 5:
{
  "formula": "C6H58NO23",
  "method": "ωB97M-V/def2-TZVPD",
  "elements": ["O", "O", "O", "O", "O", "O", "O", "O", "O", "O", "O", "O", "O", "O", "O", "O", "O", "O", "O", "O", "O", "O", "O", "N", "C", "C", "C", "C", "C", "C", "H", "H", "H", "H", "H", "H", "H", "H", "H", "H", "H", "H", "H", "H", "H", "H", "H", "H", "H", "H", "H", "H", "H", "H", "H", "H", "H", "H", "H", "H", "H", "H", "H", "H", "H", "H", "H", "H", "H", "H", "H", "H", "H", "H", "H", "H", "H", "H", "H", "H", "H", "H", "H", "H", "H", "H", "H", "H"],
  "positions_angstrom": [[5.24134, -5.35445, 3.55148], [0.65059, -2.64075, 4.44157], [0.93970, -3.35842, 1.61880], [1.80334, 3.61305, -3.68296], [-3.17111, -4.57819, -0.27451], [-3.13261, 0.07377, -3.51581], [-0.43258, 2.32670, -4.94646], [-1.19982, 3.21284, -0.32410], [-2.05327, 3.35228, 2.64011], [-2.96328, -3.89844, 2.28325], [-1.48647, 7.16449, -2.87139], [2.82162, -0.45379, -0.01216], [0.71500, 4.11751, 2.18830], [4.45905, -5.25753, -1.52833], [4.64144, -0.80179, 2.00644], [-4.10715, 4.30027, 0.47180], [3.41151, 1.91577, -1.11423], [-1.79949, -2.68089, -2.22131], [-2.24523, 0.67072, 3.28387], [-4.00851, -0.93684, 1.78201], [-1.51083, 7.43251, -0.01480], [0.26857, -0.51946, -2.53284], [2.30183, -6.71260, -0.70629], [-0.04092, -0.31501, 0.16702], [-0.35811, -1.44407, 1.03913], [2.19164, -3.90564, 1.41066], [-1.35999, 4.02503, -1.44245], [-0.60198, 1.93191, -0.72397], [0.23923, -2.67357, 0.54802], [-0.53034, 1.02511, 0.46620], [3.84465, -5.81262, -1.12666], [-2.28195, 1.67944, 3.04428], [-2.35086, 7.45280, 0.31728], [-1.02653, 7.25656, 0.81837], [0.85829, -0.42894, -3.22331], [-3.97058, -0.67624, 0.79249], [-1.65486, 5.10286, -1.25999], [4.87501, -5.32892, 4.43569], [3.91309, 2.40797, -1.67715], [-3.36534, 4.78633, 0.13923], [3.09506, 0.31797, -0.50422], [2.38959, -4.82644, 0.80987], [0.37033, 5.15526, 2.04692], [-0.33376, -1.10963, -2.64928], [-1.16677, 3.60371, 2.35922], [0.18644, 1.64809, 1.22666], [-4.33127, 3.56520, -0.09950], [-2.36166, -3.08876, -1.63671], [0.72673, -2.82634, -0.32923], [2.92019, -4.13323, 2.29676], [0.20605, -1.22723, 1.96052], [2.73520, -7.54558, -0.54587], [-1.52472, -3.36084, -2.87440], [-0.41519, 4.28268, -1.84291], [0.48526, 1.90923, -1.05014], [-2.53224, 7.06302, -3.03989], [-2.81743, -5.40687, -0.74526], [-1.25552, -1.47897, 1.35114], [1.00562, -0.31266, -0.23410], [-2.91483, -0.80737, -3.93752], [-2.97511, -3.58422, 3.13126], [3.49563, 2.46640, -0.41963], [2.57446, 3.43704, -3.28159], [-1.35560, 1.61917, -1.31049], [-2.46136, 0.70494, -3.79827], [2.89495, -3.26332, 0.92182], [4.72272, -1.44510, 2.57555], [1.43892, -2.52133, 4.53510], [1.72150, 4.47132, -3.31505], [4.86196, -5.62535, -2.31153], [-1.22845, 2.98959, -4.70887], [1.40853, -6.91204, -0.15265], [4.00500, -1.01253, 1.16189], [0.77809, 4.27097, 3.17070], [-1.59140, 7.71131, -2.01527], [-1.53687, 0.85399, 0.74283], [-0.45884, -3.44145, 0.27080], [0.21651, 2.63638, -4.29292], [-0.44370, -0.58487, -0.76836], [-4.85158, -1.46963, 1.73724], [-3.04065, 0.15704, 2.87623], [0.71982, -2.41736, 3.43262], [3.21965, -1.16423, -0.56324], [6.09149, -4.91711, 3.60221], [-2.85951, -3.09209, 1.76501], [-1.94816, 3.68911, -2.24301], [-2.48700, 3.64889, 1.82587], [-2.90220, -4.69651, 0.62243]],
  "forces_ev_per_angstrom": [[-0.2806, -0.0293, -0.3559], [-13.3521, -1.0220, -5.4122], [-0.2801, 0.4493, 0.8096], [-3.5244, 0.3688, -1.8778], [0.7950, -1.6807, -2.7561], [0.2237, -1.3801, -0.3432], [-2.9745, 2.3259, 1.4202], [0.9477, -1.0426, 0.7072], [-0.0116, 0.6495, -0.7287], [0.2098, -0.7444, -3.4236], [-4.3931, 0.9173, 1.4963], [-0.1044, -1.7426, -0.7464], [-1.5558, 5.1113, 1.2005], [1.9811, 2.5081, -0.6817], [-2.4691, 5.2667, -7.5980], [-0.7071, -0.0735, 1.0941], [-2.2110, -3.7046, -1.2360], [2.8468, 1.2967, -3.0905], [-1.5185, 0.5059, -1.4790], [-1.4126, -0.6234, -3.2212], [3.6061, -0.5141, 0.1386], [4.3049, 5.8031, 3.8333], [-3.8704, -0.7824, 2.1720], [1.5124, -0.2386, -4.4979], [7.9308, 1.9322, 0.3281], [3.9224, -1.3462, 0.1373], [0.7958, 2.9481, 0.4348], [2.4011, 1.4544, 1.9983], [-0.5542, -4.3025, 1.9783], [1.2319, 2.3241, 2.3484], [-1.6182, -1.6676, 0.5770], [-0.2743, -2.4387, 0.4428], [-3.9426, 0.3221, 0.9948], [0.1617, 0.3008, -0.8989], [1.5379, 0.0815, -2.4012], [0.1600, -0.3055, 2.3270], [-0.3860, -1.3268, 0.7558], [0.0159, -0.0047, 0.2527], [2.4114, 1.3852, -3.4742], [0.4994, 0.0526, -0.7966], [0.4425, 1.1558, -0.2782], [-1.5320, 0.2527, 0.2409], [1.3871, -4.0794, -0.2461], [-5.9569, -6.0840, -1.8569], [0.8332, -0.3631, 0.4890], [-2.0764, -2.1182, -1.1519], [0.2969, 0.0639, -0.3507], [-2.3519, -1.8832, 2.4243], [2.5036, 1.3502, -2.7363], [-2.3961, 0.4756, -0.3952], [-0.2259, 0.0208, -0.0789], [0.6293, -0.6678, -0.0792], [-0.3732, 0.5700, 0.7461], [1.4504, -0.2351, -0.8065], [-1.4398, 1.0285, -0.8402], [3.5730, 0.1584, 0.0539], [-0.9465, 1.8512, 1.0533], [-6.8795, -0.0044, 1.4424], [-1.6985, -0.2457, 1.9244], [-0.2377, 1.7036, 0.7075], [0.0065, 0.9230, 3.7080], [-0.1054, 2.5313, 4.7800], [4.6298, -2.1365, 1.8554], [-1.6281, -1.8863, -3.2561], [0.1545, -0.2398, -0.2930], [0.1026, 1.3187, -0.8181], [0.3676, -5.7125, 4.3391], [14.6770, 1.9054, 3.3310], [-1.1545, 1.8555, 0.0550], [-0.2063, -0.4666, -0.0141], [2.5935, -2.2860, -1.1233], [3.0345, 1.0650, -1.9764], [2.2703, 0.5927, 3.7801], [0.3119, -1.0243, -0.9084], [0.8932, -1.2054, -1.7217], [-0.8392, 0.2785, 1.5107], [-1.6529, -0.0897, 0.3045], [0.2500, -0.1114, -0.3097], [0.0229, 0.6126, 0.9118], [1.1173, 0.6626, 0.6137], [1.9507, 1.8616, 1.1108], [-1.2693, -1.0993, 2.2807], [-0.5546, 0.2261, 0.3717], [0.2099, 0.0691, 0.0860], [-0.1962, 0.0867, -0.0050], [-1.1956, -1.1299, -0.9025], [-0.9972, -0.3260, 0.1960], [0.1504, -0.2580, 1.4040]],
  "mulliken_charge": [-0.632, -0.553, -0.304, -0.548, -0.629, -0.625, -0.600, 0.104, -0.785, -0.707, -0.657, -0.843, -0.680, -0.622, -0.612, -0.647, -0.588, -0.546, -0.677, -0.673, -0.607, -0.389, -0.712, 0.480, -1.113, -0.295, -0.995, -0.733, -1.094, -0.288, 0.354, 0.414, 0.303, 0.282, 0.237, 0.308, 0.146, 0.316, 0.224, 0.264, 0.205, 0.027, 0.329, 0.070, 0.360, 0.082, 0.329, 0.202, 1.118, 0.182, 0.549, 0.326, 0.286, 0.257, 0.152, 0.334, 0.325, 0.837, 0.518, 0.308, 0.348, 0.250, 0.222, 0.784, 0.325, 0.074, 0.249, 0.206, 0.292, 0.295, 0.332, 0.313, 0.412, 0.323, 0.302, 0.017, 0.536, 0.280, 0.071, 0.324, 0.334, 0.297, 0.467, 0.315, 0.223, 0.441, 0.496, 0.397],
  "lumo_energy_ev": -2.65,
  "homo_lumo_gap_ev": 9.489,
  "total_charge": 1,
  "e_tot_ha": -2048.0852,
  "de_lowest_kcal_mol": 38.6
}

Entry 6:
{
  "formula": "C6H5As2CuF20O4Pt2",
  "method": "ωB97M-V/def2-TZVPD",
  "elements": ["Pt", "Pt", "As", "As", "Cu", "F", "F", "F", "F", "F", "F", "F", "F", "F", "F", "F", "F", "F", "F", "F", "F", "F", "F", "F", "F", "O", "O", "O", "O", "C", "C", "C", "C", "C", "C", "H", "H", "H", "H", "H"],
  "positions_angstrom": [[2.37483, -8.95875, 14.92118], [-0.52891, -8.18972, 17.56347], [1.50051, -11.53811, 12.38455], [-3.51289, -10.79064, 16.64449], [2.52083, -13.27186, 15.68034], [1.05821, -10.43790, 11.06260], [-1.72386, -9.70538, 22.87670], [1.84884, -12.71610, 13.65907], [4.49811, -12.14867, 20.44364], [-4.85119, -9.58202, 16.73346], [2.80158, -13.33329, 21.32747], [4.51397, -10.59498, 22.69078], [-3.47716, -10.81368, 18.43311], [-2.38277, -9.44139, 16.83237], [-3.44889, -10.54224, 14.82532], [-4.63460, -12.20000, 16.61403], [2.50464, -10.25509, 13.17190], [-0.47698, -11.14835, 20.64438], [-2.02943, -11.83733, 16.42100], [0.07642, -10.89498, 13.30991], [0.37823, -9.17290, 20.76523], [-0.19611, -11.02649, 23.74121], [5.14501, -12.77077, 22.93454], [2.89177, -12.10557, 11.43785], [0.45878, -12.77551, 11.59014], [0.21758, -10.31555, 17.59918], [1.32817, -10.82896, 15.79332], [0.91124, -12.40240, 17.28158], [1.52526, -10.82480, 21.73743], [-0.37124, -10.07464, 22.85279], [3.51538, -12.20847, 21.32984], [2.56140, -11.12599, 20.85002], [4.16275, -11.87401, 22.66333], [0.74496, -11.16194, 16.87210], [0.21415, -10.30771, 21.42273], [0.41062, -12.18421, 18.07112], [3.36597, -11.91965, 23.40573], [2.03948, -11.40070, 19.93339], [3.06946, -10.18031, 20.66114], [0.06823, -9.16645, 23.26529]],
  "forces_ev_per_angstrom": [[-1.1617, -2.7074, -0.7805], [-1.7647, -3.4350, -0.2539], [-4.9025, -2.8196, -6.3464], [-4.6968, -3.5371, -1.2142], [-0.4450, -0.0845, -0.6707], [1.0497, -0.4802, 1.9930], [1.0818, -1.0178, -1.1027], [0.6279, 0.4482, 0.9601], [1.0828, -1.1174, -1.7992], [2.0849, -1.4350, -0.1816], [0.6498, -1.0520, 0.0441], [1.4366, 0.7976, -0.5449], [0.5890, -0.2059, -1.8555], [3.0462, 3.4516, 0.2896], [0.1380, -0.1888, 2.9660], [2.0785, 2.2874, -0.1515], [1.0627, 1.4568, 1.5763], [-0.0299, 0.1302, -0.2148], [-1.1355, 1.1954, 0.7690], [2.2743, -0.4387, -0.2510], [-0.4307, 1.5103, -1.0779], [0.1346, -1.1482, -0.5163], [-0.2081, 1.0631, -0.3090], [-1.0972, 1.0885, 2.0410], [1.5435, 1.6004, 1.7032], [-1.4998, 2.0208, 1.9654], [1.6048, 0.4718, -1.5201], [-0.6039, 1.6899, -0.4868], [-2.3733, 0.2117, 1.7494], [-1.5632, 2.7584, 1.0488], [-1.0193, 2.2473, 0.4342], [-1.4345, 1.9513, -1.0909], [-2.2545, -1.6777, 1.5726], [2.0243, 1.8198, -2.4413], [2.7575, -2.9750, 2.0695], [-0.7906, -2.2982, 2.1397], [0.1470, -0.6723, 0.4532], [0.6553, -0.7117, -0.5415], [0.5998, -0.2109, -0.0580], [0.7424, 0.0129, -0.3664]],
  "lowdin_spin": [1.633, 1.644, 0.001, 0.000, 0.011, 0.005, 0.000, 0.001, 0.000, 0.030, 0.000, 0.000, 0.004, 0.121, 0.025, 0.002, 0.102, 0.000, 0.000, 0.005, 0.005, 0.000, 0.000, 0.011, 0.001, 0.143, 0.200, 0.020, 0.005, 0.000, 0.000, 0.001, 0.000, 0.027, 0.000, 0.001, 0.000, 0.000, 0.000, 0.000],
  "lumo_energy_ev": [-12.79, -14.15],
  "s_squared": 6.01,
  "homo_lumo_gap_ev": [4.045, 2.664],
  "total_charge": 2,
  "e_tot_ha": -8879.5364,
  "de_lowest_kcal_mol": 163.6,
  "spin_multiplicity": 5
}